No. 1
This record from the OMol25 dataset describes C2 in the gas phase. The level of theory is ωB97M-V/def2-TZVPD.

```
! RIJCOSX wB97M-V def2-TZVPD def2/J DEFGRID3
* xyz 0 1
C 0.0000 0.0000 0.8299
C 0.0000 0.0000 -0.8299
*
```

Orbital gap (Ha): 0.246
HOMO (eV): -10.250
DFT total energy (Eh): -75.824309
LUMO level (eV): -3.6

For each atom in turn, the natural (NBO) charge in e is: C 0.00; C 0.00

No. 2
This record from the OMol25 dataset describes a molecular structure, C20H11Cl2N2O8Ti. The level of theory is ωB97M-V/def2-TZVPD.

```
! RIJCOSX wB97M-V def2-TZVPD def2/J DEFGRID3
* xyz 0 2
Ti -0.0894 0.4094 0.0600
O 1.8186 0.2748 3.6263
C 1.5226 0.3046 2.4588
O 0.3257 0.4676 1.9577
C 2.5762 0.1342 1.3818
C 3.9200 0.0057 1.6731
C 4.8069 -0.1340 0.6166
C 4.3198 -0.1401 -0.6813
C 2.9569 -0.0100 -0.8871
N 2.1053 0.1198 0.1306
H 4.2308 0.0216 2.7076
H 5.8682 -0.2334 0.8024
H 4.9814 -0.2416 -1.5297
H 2.5181 0.0016 -1.8766
Cl -2.1373 -3.6310 -5.7881
C -1.4962 -2.5284 -4.6100
C -0.8646 -1.3591 -5.0501
C -0.3498 -0.4712 -4.1372
Cl 0.4448 0.9605 -4.6861
C -0.4528 -0.6974 -2.7461
O 0.0256 0.1619 -1.9028
C -1.0816 -1.8973 -2.3314
C -1.1615 -2.2361 -0.9446
O -0.7512 -1.5389 -0.0071
C -1.6003 -2.8038 -3.2764
H -0.7792 -1.1542 -6.1078
H -1.6078 -3.2041 -0.6858
H -2.0774 -3.7147 -2.9379
O -0.2268 2.5191 -0.1472
C -1.4795 2.4120 0.0002
O -1.9872 1.2543 0.1512
C -2.3489 3.6151 0.0003
C -1.7806 4.8774 -0.1321
C -2.5853 6.0060 -0.1295
C -3.9598 5.8782 0.0028
C -4.4960 4.6092 0.1298
C -3.7222 3.4666 0.1342
N -5.9618 4.4711 0.2659
O -6.6220 5.4904 0.2800
O -6.4139 3.3488 0.3547
H -0.7073 4.9579 -0.2343
H -2.1451 6.9883 -0.2299
H -4.6145 6.7365 0.0087
H -4.1688 2.4897 0.2402
*
```

Orbital gap (spin up / spin down) (Ha): 0.271 / 0.289
HOMO (spin up / spin down) (eV): -8.366 / -8.972
<S²>: 0.75
DFT total energy (Eh): -3250.186021
LUMO level (spin up / spin down) (eV): -1.0 / -1.1

Atom charges from the natural (NBO) analysis, given in e for atoms 1 to 2: Ti 1.59; O -0.57

No. 3
This record from the OMol25 dataset describes C20H11F2N3O3S2 in the gas phase. The level of theory is ωB97M-V/def2-TZVPD.

```
! RIJCOSX wB97M-V def2-TZVPD def2/J DEFGRID3
* xyz 0 1
O 1.7539 -1.4631 1.8827
C 1.4375 -0.5235 2.5775
N 0.2286 0.1111 2.5054
C -0.8167 -0.1441 1.6266
C -0.7805 -1.1592 0.6685
C -1.8578 -1.3436 -0.1815
C -2.9930 -0.5556 -0.0986
C -3.0156 0.4495 0.8579
C -1.9481 0.6652 1.7144
H -2.0117 1.4657 2.4372
N -4.1850 1.2957 0.9676
O -5.0868 1.1074 0.1844
O -4.1841 2.1363 1.8392
H -3.8382 -0.7023 -0.7525
S -1.7728 -2.6353 -1.4238
C -1.4030 -1.6488 -2.8024
N -1.3085 -2.1323 -3.9783
C -0.9812 -1.1817 -4.8997
C -0.8063 -1.3947 -6.2631
C -0.4762 -0.3231 -7.0661
C -0.3189 0.9543 -6.5346
C -0.4883 1.1901 -5.1831
C -0.8177 0.1194 -4.3727
S -1.0913 0.1018 -2.6533
H -0.3677 2.1781 -4.7673
H -0.0605 1.7753 -7.1858
H -0.3371 -0.4751 -8.1257
H -0.9315 -2.3886 -6.6606
H 0.0882 -1.7915 0.5848
H 0.0552 0.8866 3.1295
C 2.3782 -0.0021 3.6235
C 2.3696 1.2804 4.1650
C 3.3256 1.6560 5.1015
C 4.3002 0.7684 5.5188
C 4.3209 -0.5075 4.9808
C 3.3781 -0.8806 4.0438
H 3.3902 -1.8659 3.6039
H 5.0791 -1.2077 5.2925
H 5.0253 1.0914 6.2483
F 3.2970 2.8981 5.6047
F 1.4509 2.1953 3.7905
*
```

Orbital gap (Ha): 0.282
HOMO (eV): -8.465
DFT total energy (Eh): -2154.794287
LUMO level (eV): -0.8

Atom charges from the natural (NBO) analysis, given in e for atoms 1 to 2: O -0.59; C 0.67

No. 4
This record from the OMol25 dataset describes a molecular structure, C20H11F3N3O5RuS. The level of theory is ωB97M-V/def2-TZVPD.

```
! RIJCOSX wB97M-V def2-TZVPD def2/J DEFGRID3
* xyz 0 2
Ru -1.0742 -1.5735 -1.0438
O -0.2194 -3.1027 5.0015
C -0.4773 -2.8628 3.7111
C 0.0873 -3.6174 2.6766
C -0.2223 -3.2926 1.3728
N -1.0436 -2.2938 1.0700
C -1.6101 -1.5852 2.0408
C -1.3592 -1.8258 3.3744
C -2.5899 -0.4990 1.5207
O -3.1420 0.2216 2.3256
O -2.7060 -0.5073 0.2607
C 0.3197 -4.0640 0.1375
O 1.1260 -4.9493 0.3267
O -0.1894 -3.6577 -0.9421
H 0.4079 -3.8319 5.1039
H 0.7474 -4.4517 2.8620
H -1.8502 -1.2278 4.1245
F 6.7394 3.9137 -0.1339
C 5.5708 4.3102 -0.6501
F 5.2274 5.4408 -0.0041
F 5.8172 4.6734 -1.9238
C 4.4934 3.2700 -0.5740
C 3.2469 3.6031 -1.0989
C 2.2436 2.6614 -1.1044
C 2.4841 1.3803 -0.5889
C 3.7234 1.0738 -0.0189
C 4.7298 2.0197 -0.0149
C 1.4577 0.4235 -0.7001
C 0.5188 -0.3250 -0.9356
H 3.0776 4.5925 -1.4985
H 1.2685 2.8925 -1.5063
H 3.8869 0.0938 0.4043
H 5.6938 1.7915 0.4165
S -1.7133 -1.3132 -3.3182
C -3.1298 -0.6786 -2.5838
N -3.1375 0.6754 -2.2609
C -4.2845 1.2704 -1.8525
C -5.4415 0.5506 -1.8188
C -5.3597 -0.8250 -2.1448
N -4.2348 -1.3959 -2.5084
H -2.2522 1.1710 -2.2568
H -4.2256 2.3121 -1.5788
H -6.3770 1.0048 -1.5407
H -6.2278 -1.4661 -2.1276
*
```

Orbital gap (spin up / spin down) (Ha): 0.245 / 0.242
HOMO (spin up / spin down) (eV): -8.517 / -8.434
<S²>: 0.81
DFT total energy (Eh): -2101.845775
LUMO level (spin up / spin down) (eV): -1.8 / -1.8

Atom charges from the natural (NBO) analysis, given in e for atoms 1 to 2: Ru 1.06; O -0.64

No. 5
This record from the OMol25 dataset describes a molecular structure, C20H11F6FeN6O4S4. The level of theory is ωB97M-V/def2-TZVPD.

```
! RIJCOSX wB97M-V def2-TZVPD def2/J DEFGRID3
* xyz 0 2
Fe 0.3782 0.7350 0.0524
N -1.1235 -0.6720 2.6312
C -0.3541 0.4071 2.9942
C -0.3450 0.7655 4.3496
C 0.4594 1.7954 4.7601
C 1.2516 2.4554 3.8216
C 1.1597 2.0673 2.5125
N 0.3544 1.0651 2.0871
C -1.2826 -1.3485 1.4379
C -2.1117 -2.4734 1.4792
C -2.2837 -3.2316 0.3492
C -1.6339 -2.8517 -0.8168
C -0.8680 -1.7164 -0.7929
N -0.6745 -0.9615 0.3151
H -1.6403 -1.0775 3.3926
H -0.9616 0.2195 5.0511
H 0.4820 2.0821 5.8030
H 1.9145 3.2606 4.0991
H 1.7375 2.5574 1.7455
H -2.6001 -2.7357 2.4082
H -2.9181 -4.1073 0.3743
H -1.7413 -3.4015 -1.7392
H -0.3820 -1.3553 -1.6839
S 1.0025 0.5925 -2.0971
C 2.2091 -0.6707 -2.0614
C 2.6022 -1.3247 -3.2277
C 3.5449 -2.3388 -3.1817
C 3.9173 -3.0115 -4.3970
N 4.2057 -3.5538 -5.3676
C 4.1105 -2.7126 -1.9507
C 3.7260 -2.0566 -0.7926
C 2.7869 -1.0310 -0.8465
S 2.3423 -0.1536 0.6006
C 5.0716 -3.7785 -1.8689
N 5.8319 -4.6349 -1.7781
H 2.1632 -1.0459 -4.1766
H 4.1582 -2.3478 0.1556
F -1.1579 4.0516 2.0804
C -2.0284 3.4919 1.2383
F -3.0240 4.3275 1.0294
F -2.4905 2.3730 1.7996
S -1.1401 3.0974 -0.3648
O 0.2461 2.8629 0.0593
O -1.4053 4.1835 -1.2399
N -1.5805 1.6312 -0.7580
S -3.0519 1.3098 -1.3582
O -3.2322 -0.1049 -1.3041
O -4.0275 2.2076 -0.8244
C -2.9155 1.7237 -3.1717
F -3.7231 0.9062 -3.8405
F -1.6720 1.5530 -3.6019
F -3.2862 2.9752 -3.3848
*
```

Orbital gap (spin up / spin down) (Ha): 0.250 / 0.276
HOMO (spin up / spin down) (eV): -8.335 / -8.567
<S²>: 1.00
DFT total energy (Eh): -4853.940267
LUMO level (spin up / spin down) (eV): -1.5 / -1.1

Atom charges from the natural (NBO) analysis, given in e for atoms 1 to 2: Fe 0.93; N -0.56